11
Properties=species:S:1:pos:R:3:forces:R:3 method="wB97M-V/def2-TZVPD" orbital_gap_ev=8.9 homo_energy_ha=-0.505 charge=+1 lumo_ev=-4.9 max_force_ev_per_a=7.14
C -1.154 2.252 1.396 -4.09 3.38 1.43
C 0.722 -2.187 -0.288 -2.86 -3.89 5.26
C 0.976 -1.429 -1.325 1.68 4.63 -3.56
N 0.162 0.491 0.516 -0.80 2.04 1.00
N -0.451 1.404 0.916 4.15 -4.61 -2.86
O 0.240 -2.765 0.600 2.24 2.03 -3.05
H -2.161 1.924 1.562 -0.50 -0.48 0.44
H -1.147 3.335 1.388 1.31 -0.05 -0.03
H 0.528 -0.224 -0.820 0.50 -1.93 -0.08
H 2.005 -1.200 -1.796 -1.41 -0.74 1.37
H 0.282 -1.601 -2.150 -0.20 -0.38 0.10

---

11
Properties=species:S:1:pos:R:3:forces:R:3 method="wB97M-V/def2-TZVPD" orbital_gap_ev=10.1 homo_energy_ha=-0.577 charge=+1 lumo_ev=-5.6 max_force_ev_per_a=3.99
C 2.569 1.447 -1.327 -0.44 -0.35 0.48
C -1.274 -0.726 1.133 -0.79 -2.42 0.71
C -1.284 -0.188 -0.239 -1.72 2.94 -2.07
N 1.077 -0.157 0.547 2.77 0.63 -0.36
N -0.088 -0.372 0.402 1.25 -1.38 0.94
O 3.406 1.731 -1.992 0.91 0.52 -0.82
H -1.568 -0.933 -0.946 -0.08 -0.05 -0.84
H -1.495 -0.257 2.060 -0.02 0.84 0.37
H -1.644 -1.791 1.088 1.15 0.98 0.37
H -1.426 0.888 -0.449 -0.51 -0.75 -0.17
H 1.727 0.356 -0.277 -2.53 -0.97 1.40